[1]
Computed, not measured: a molecular structure, C48H100F9MgN5O9S3 in a non-equilibrium geometry, with ωB97M-V/def2-TZVPD.

The geometry in ORCA input format:
```
! RIJCOSX wB97M-V def2-TZVPD def2/J DEFGRID3
* xyz 5 2
Mg -4.264 1.343 1.168
C 1.461 -7.585 3.114
C 1.385 -6.337 2.268
C -0.064 -5.931 2.121
N -0.410 -4.719 1.220
C -1.854 -4.315 1.425
C -2.848 -5.360 0.968
C -2.624 -5.666 -0.519
C -1.238 -6.122 -0.822
C -0.206 -5.203 -0.270
C 0.493 -3.494 1.453
H 1.174 -8.480 2.563
H 0.777 -7.413 3.945
H 2.456 -7.875 3.452
H 1.824 -6.616 1.310
H 2.101 -5.571 2.569
H -0.405 -5.506 3.065
H -0.736 -6.775 1.968
H -1.911 -4.084 2.489
H -1.863 -3.481 0.723
H -2.821 -6.214 1.646
H -3.852 -4.942 1.034
H -3.309 -6.419 -0.911
H -2.850 -4.783 -1.117
H -1.232 -7.124 -0.393
H -1.130 -6.206 -1.904
H 0.830 -5.453 -0.500
H -0.250 -4.276 -0.842
H 0.219 -2.668 0.797
H 1.488 -3.770 1.105
H 0.384 -3.238 2.507
C 2.300 8.681 -2.765
C 1.689 8.289 -1.443
C 0.516 7.327 -1.437
N 0.157 6.684 -0.039
C -1.055 5.675 -0.236
C -1.641 5.260 1.060
C -1.953 6.488 1.934
C -0.770 7.380 2.224
C -0.043 7.830 0.965
C 1.342 5.818 0.496
H 2.758 7.877 -3.342
H 3.184 9.314 -2.679
H 1.525 9.190 -3.337
H 1.613 9.246 -0.927
H 2.552 7.807 -0.983
H 0.683 6.388 -1.965
H -0.413 7.773 -1.792
H -1.807 6.229 -0.797
H -0.789 4.810 -0.844
H -2.557 4.687 0.915
H -1.010 4.673 1.728
H -2.641 7.178 1.445
H -2.476 6.070 2.794
H -1.186 8.292 2.653
H -0.105 6.921 2.955
H -0.735 8.499 0.453
H 0.891 8.372 1.110
H 0.986 5.403 1.439
H 2.173 6.474 0.753
H 1.549 5.087 -0.286
C -7.251 -1.829 -6.711
C -6.205 -2.933 -6.336
C -4.889 -2.240 -6.011
N -3.741 -3.061 -5.527
C -2.484 -2.075 -5.369
C -2.650 -1.033 -4.248
C -3.069 -1.596 -2.914
C -4.284 -2.449 -3.022
C -4.050 -3.613 -4.041
C -3.372 -4.188 -6.504
H -8.250 -2.255 -6.808
H -6.975 -1.427 -7.686
H -7.266 -0.878 -6.179
H -6.055 -3.638 -7.153
H -6.589 -3.392 -5.425
H -5.109 -1.464 -5.278
H -4.557 -1.703 -6.900
H -2.300 -1.607 -6.336
H -1.701 -2.814 -5.203
H -3.272 -0.198 -4.570
H -1.687 -0.531 -4.160
H -3.133 -0.860 -2.113
H -2.311 -2.260 -2.499
H -5.115 -1.798 -3.291
H -4.487 -2.824 -2.019
H -4.886 -4.289 -4.217
H -3.270 -4.315 -3.746
H -3.350 -3.774 -7.512
H -4.148 -4.953 -6.491
H -2.409 -4.629 -6.244
C 9.463 -1.334 -4.299
C 8.450 -0.928 -3.207
C 6.981 -0.793 -3.650
N 5.939 -0.665 -2.479
C 4.539 -0.395 -3.107
C 3.408 -0.582 -2.067
C 3.444 -1.956 -1.479
C 4.737 -2.176 -0.669
C 6.011 -1.975 -1.607
C 6.303 0.620 -1.657
H 10.466 -1.280 -3.877
H 9.190 -0.590 -5.046
H 9.372 -2.353 -4.676
H 8.762 -0.050 -2.643
H 8.464 -1.692 -2.430
H 6.728 -1.749 -4.109
H 6.682 0.045 -4.280
H 4.357 -0.856 -4.077
H 4.569 0.674 -3.318
H 2.447 -0.268 -2.474
H 3.505 0.128 -1.245
H 3.409 -2.705 -2.271
H 2.545 -2.172 -0.902
H 4.698 -3.168 -0.219
H 4.785 -1.546 0.220
H 6.065 -2.874 -2.221
H 6.907 -1.975 -0.987
H 6.413 1.425 -2.383
H 7.228 0.488 -1.095
H 5.441 0.979 -1.095
C 2.220 3.906 4.531
C 2.114 2.394 4.779
C 0.741 1.896 5.245
N 0.712 0.471 5.835
C -0.811 0.147 6.073
C -0.978 -1.273 6.624
C -0.501 -2.310 5.494
C 0.906 -1.997 5.192
C 1.166 -0.501 4.696
C 1.525 0.509 7.096
H 1.689 4.533 5.248
H 1.742 4.293 3.631
H 3.255 4.247 4.542
H 2.949 2.074 5.402
H 2.344 1.953 3.810
H 0.106 1.928 4.360
H 0.339 2.573 5.998
H -1.308 0.287 5.112
H -1.192 0.906 6.757
H -1.959 -1.432 7.073
H -0.414 -1.362 7.552
H -1.076 -2.263 4.570
H -0.616 -3.297 5.942
H 1.302 -2.685 4.445
H 1.509 -2.275 6.057
H 0.613 -0.301 3.778
H 2.249 -0.416 4.602
H 2.542 0.837 6.877
H 1.438 -0.359 7.749
H 0.984 1.280 7.645
C -4.152 2.449 5.268
F -3.665 3.120 6.305
F -3.701 1.231 5.387
F -5.429 2.390 5.352
S -3.559 3.286 3.654
O -4.260 2.528 2.590
O -3.948 4.664 3.729
O -2.124 3.169 3.566
C -2.352 2.389 -2.643
F -2.450 2.053 -3.991
F -1.652 1.334 -2.142
F -1.610 3.578 -2.601
S -4.048 2.494 -1.840
O -4.546 3.809 -2.140
O -4.807 1.447 -2.417
O -3.741 2.283 -0.385
C 0.022 0.978 0.833
F -0.452 2.152 0.289
F 0.943 0.405 0.031
F 0.639 1.233 2.036
S -1.392 -0.270 1.073
O -1.554 -1.127 -0.086
O -1.042 -0.990 2.294
O -2.619 0.544 1.302
*
```

The electronic energy is -5131.48802 Ha. Its HOMO energy (alpha / beta) is -0.7248 / -0.7241 Eh. The expectation value of S² is 0.76. For the LUMO energy (alpha / beta), the calculation gives -10.633 / -17.095 eV. As for the HOMO-LUMO gap (alpha / beta): 9.089 / 2.610 eV.



[2]
Computed, not measured: a molecular structure, C20H26Cl2MoN4O3 in a non-equilibrium geometry, with ωB97M-V/def2-TZVPD.

The geometry in ORCA input format:
```
! RIJCOSX wB97M-V def2-TZVPD def2/J DEFGRID3
* xyz 2 1
Mo -0.016 -0.479 -0.184
O 3.797 0.149 -1.354
C 2.624 -0.063 -1.281
N 1.874 -0.334 -0.126
C 2.550 -0.311 1.104
O 3.720 -0.150 1.288
C 1.560 -0.483 2.223
C 1.995 -0.456 3.538
C 1.061 -0.587 4.557
C -0.273 -0.758 4.204
C -0.624 -0.769 2.866
N 0.263 -0.625 1.870
C 1.701 -0.045 -2.470
C 2.217 0.051 -3.752
C 1.344 0.026 -4.830
C -0.017 -0.080 -4.570
C -0.454 -0.148 -3.258
N 0.381 -0.148 -2.211
H 3.049 -0.324 3.736
H 1.363 -0.551 5.591
H -1.035 -0.868 4.962
H -1.661 -0.911 2.569
H 3.287 0.133 -3.870
H 1.719 0.079 -5.840
H -0.731 -0.109 -5.378
H -1.515 -0.200 -3.030
Cl 1.344 2.504 1.052
C 0.254 3.542 0.110
Cl -0.763 2.516 -0.889
H 0.836 4.192 -0.545
H -0.383 4.101 0.795
C -5.428 -0.648 0.209
N -4.098 -0.123 0.010
C -3.883 1.302 -0.084
C -3.040 -0.928 -0.008
O -1.846 -0.523 -0.130
H -6.166 0.085 -0.110
H -5.604 -0.872 1.265
H -5.570 -1.558 -0.373
H -4.832 1.828 -0.068
H -3.367 1.544 -1.017
H -3.277 1.655 0.755
H -3.219 -2.002 0.103
C -0.947 -4.858 -0.041
C -0.314 -3.545 0.422
C 1.034 -3.824 1.079
C -0.132 -2.588 -0.754
H -1.024 -5.549 0.793
H -0.330 -5.318 -0.806
H -1.940 -4.696 -0.451
H -0.981 -3.089 1.171
H 1.631 -4.478 0.448
H 0.903 -4.312 2.040
H 1.593 -2.900 1.237
H -0.989 -2.699 -1.429
H 0.750 -2.902 -1.325
*
```

The electronic energy is -2210.49088 Ha. Its HOMO energy (alpha / beta) is -0.5238 / -0.5234 Eh. For the LUMO energy (alpha / beta), the calculation gives -7.820 / -7.836 eV. As for the HOMO-LUMO gap (alpha / beta): 6.434 / 6.406 eV.



[3]
Computed, not measured: 2 unconnected molecules or ions with the total composition C4H10O, with ωB97M-V/def2-TZVPD.

The geometry in ORCA input format:
```
! RIJCOSX wB97M-V def2-TZVPD def2/J DEFGRID3
* xyz 0 1
C -0.635 0.665 1.870
C -0.593 0.483 0.530
O -0.591 -0.774 0.060
C -0.039 -0.983 -1.224
C 1.445 -1.215 -1.058
H -1.059 2.569 1.147
H -0.179 -0.100 2.480
H -1.287 1.339 2.400
H -1.537 2.463 0.578
H -0.463 1.239 -0.253
H -0.259 -0.127 -1.882
H -0.559 -1.860 -1.621
H 1.924 -1.476 -2.004
H 1.593 -2.026 -0.338
H 1.918 -0.312 -0.655
*
```

The SMILES is C=COCC.[H][H]. The electronic energy is -233.52050 Ha. Its HOMO energy is -0.3121 Eh. For the LUMO energy, the calculation gives 1.120 eV. As for the HOMO-LUMO gap: 9.614 eV.



[4]
Computed, not measured: a molecular structure, C7H14S in a non-equilibrium geometry, with ωB97M-V/def2-TZVPD.

The geometry in ORCA input format:
```
! RIJCOSX wB97M-V def2-TZVPD def2/J DEFGRID3
* xyz 0 1
C 1.274 1.865 0.923
C 0.091 0.710 0.968
C 0.721 -0.620 1.134
C -0.460 -1.024 0.107
C -0.279 -2.051 -0.894
C -0.553 0.377 -0.376
C -1.834 1.009 -0.913
H 1.687 2.135 1.975
H 0.962 2.754 0.388
H 2.046 1.382 0.238
H -0.683 1.005 1.690
H 1.678 -0.604 0.539
H 0.748 -0.980 2.261
H -1.446 -1.185 0.597
H -0.023 -3.134 -0.508
H -1.031 -1.989 -1.521
H 1.999 -1.938 -0.508
H 0.227 0.572 -1.056
H -2.521 1.424 0.040
H -2.339 0.354 -1.638
H -1.627 1.888 -1.702
S 1.361 -1.949 -1.745
*
```

The electronic energy is -673.18107 Ha. Its HOMO energy is -0.3225 Eh. For the LUMO energy, the calculation gives 0.924 eV. As for the HOMO-LUMO gap: 9.701 eV.



[5]
Computed, not measured: 3 unconnected molecules or ions with the total composition C10H12Br2F3O8PS in a non-equilibrium geometry, with ωB97M-V/def2-TZVPD.

The geometry in ORCA input format:
```
! RIJCOSX wB97M-V def2-TZVPD def2/J DEFGRID3
* xyz 0 1
C 0.065 -0.968 -2.310
C 0.500 0.443 -2.145
Br -0.070 1.592 -3.572
C 1.187 0.960 -1.127
Br 1.702 -0.149 0.321
P 1.562 2.752 -1.105
S 3.358 3.063 0.074
O 3.009 4.014 1.089
O 3.977 1.867 0.573
C 4.660 3.908 -0.978
F 5.310 2.989 -1.687
F 5.513 4.521 -0.172
F 4.089 4.799 -1.792
H 0.488 -1.336 -3.245
H 0.398 -1.619 -1.524
H -1.014 -1.042 -2.364
H 1.998 3.105 -2.401
C -4.120 -3.867 -1.668
C -3.140 -4.494 -2.635
O -1.931 -3.783 -2.348
C -2.018 -3.304 -1.082
O -1.117 -2.811 -0.489
O -3.270 -3.459 -0.592
H -4.877 -4.563 -1.317
H -4.611 -2.985 -2.083
H -2.978 -5.556 -2.439
H -3.425 -4.365 -3.675
C 0.433 0.875 3.892
C -0.602 0.626 4.966
O -1.678 1.473 4.558
C -1.560 1.687 3.222
O -2.384 2.209 2.550
O -0.373 1.219 2.764
H 1.042 0.000 3.677
H 1.089 1.715 4.126
H -0.954 -0.408 4.977
H -0.257 0.893 5.961
*
```

The SMILES is C/C(Br)=C(\Br)PS(=O)(=O)C(F)(F)F.O=C1OCCO1.O=C1OCCO1. The electronic energy is -7177.28267 Ha. Its HOMO energy is -0.3307 Eh. For the LUMO energy, the calculation gives 0.273 eV. As for the HOMO-LUMO gap: 9.271 eV.



[6]
Computed, not measured: 2 unconnected molecules or ions with the total composition C22H38BF3N3O7S in a non-equilibrium geometry, with ωB97M-V/def2-TZVPD.

The geometry in ORCA input format:
```
! RIJCOSX wB97M-V def2-TZVPD def2/J DEFGRID3
* xyz -1 1
C -3.554 -2.459 2.629
N -4.009 -2.049 1.265
C -5.493 -2.183 1.226
B -3.524 -2.989 0.224
O -4.069 -4.269 0.200
C -2.398 -2.655 -0.897
C -1.067 -2.895 -0.152
C -0.697 -1.815 0.889
C 0.148 -2.457 2.035
C 1.390 -1.640 2.420
C 2.726 -2.123 1.752
N 2.588 -2.809 0.473
O -2.485 -3.814 -1.801
S -3.474 -3.473 -2.989
O -4.838 -3.711 -2.681
O -2.953 -4.009 -4.184
O -3.286 -1.899 -2.935
C -2.515 -1.365 -1.776
C -3.497 -0.299 -1.304
N -3.077 0.460 -0.119
C -1.194 -0.910 -2.462
C -0.812 0.589 -2.434
C 0.092 0.953 -1.261
C 1.352 0.384 -1.257
C 2.254 0.650 -0.266
C 1.861 1.494 0.738
C 0.642 2.091 0.756
C -0.254 1.813 -0.258
H -4.380 -2.663 3.308
H -2.996 -1.619 3.059
H -2.840 -3.290 2.563
H -5.987 -1.295 1.632
H -5.844 -3.078 1.747
H -5.849 -2.293 0.196
H -3.832 -4.696 1.035
H -1.163 -3.858 0.361
H -0.283 -3.001 -0.905
H -0.036 -1.085 0.418
H -1.561 -1.336 1.344
H -0.490 -2.519 2.923
H 0.424 -3.478 1.768
H 1.536 -1.795 3.496
H 1.254 -0.565 2.291
H 3.177 -2.837 2.444
H 3.375 -1.252 1.656
H 1.974 -2.314 -0.162
H 2.280 -3.762 0.589
H -3.612 0.423 -2.120
H -4.488 -0.743 -1.184
H -2.172 0.125 0.176
H -3.756 0.358 0.619
H -0.318 -1.439 -2.087
H -1.273 -1.197 -3.509
H -1.647 1.285 -2.522
H -0.190 0.760 -3.318
H 1.637 -0.272 -2.077
H 3.240 0.207 -0.286
H 2.550 1.696 1.548
H 0.314 2.764 1.538
H -1.241 2.259 -0.278
C 4.080 6.786 -1.207
C 5.540 6.343 -1.205
O 6.013 5.861 0.028
C 5.731 4.459 0.387
O 6.039 3.609 -0.542
C 4.265 4.271 0.890
F 3.833 5.325 1.643
F 4.181 3.193 1.711
F 3.339 4.095 -0.071
H 3.831 7.310 -0.283
H 3.890 7.451 -2.056
H 3.404 5.941 -1.308
H 6.150 7.231 -1.408
H 5.743 5.638 -2.018
H 6.301 4.386 1.346
*
```

The electronic energy is -2274.71227 Ha. Its HOMO energy is -0.1378 Eh. For the LUMO energy, the calculation gives 1.529 eV. As for the HOMO-LUMO gap: 5.278 eV.



[7]
Computed, not measured: a gas-phase ion, C5H10FN2O (charge +1) in a non-equilibrium geometry, with ωB97M-V/def2-TZVPD.

The geometry in ORCA input format:
```
! RIJCOSX wB97M-V def2-TZVPD def2/J DEFGRID3
* xyz 1 1
C 1.461 -0.050 -0.079
C 1.282 -1.516 -0.152
C -0.912 0.094 0.483
C -1.039 -1.459 0.355
C -1.825 0.907 -0.484
N 0.417 0.579 0.438
N 2.604 0.496 -0.346
O 0.180 -1.994 0.633
F -1.443 -1.699 -0.971
H 1.140 -1.798 -1.258
H 2.145 -2.111 0.263
H -1.309 0.395 1.468
H -1.957 -1.800 0.880
H -1.801 0.542 -1.475
H -1.472 1.914 -0.554
H -2.757 0.842 -0.144
H 0.354 1.562 0.061
H 3.401 -0.160 -0.440
H 2.767 1.533 -0.156
*
```

The SMILES is C[C@@H]1NC(=[NH2+])CO[C@@H]1F. The electronic energy is -480.86632 Ha. Its HOMO energy is -0.5512 Eh. For the LUMO energy, the calculation gives -3.771 eV. As for the HOMO-LUMO gap: 11.228 eV.



[8]
Computed, not measured: a molecular structure, C3H9N4 in a non-equilibrium geometry, with ωB97M-V/def2-TZVPD.

The geometry in ORCA input format:
```
! RIJCOSX wB97M-V def2-TZVPD def2/J DEFGRID3
* xyz 1 3
C 0.913 -1.688 0.211
C 1.561 -0.436 -0.410
C -1.301 -0.982 0.908
N -0.248 -1.657 0.709
N -0.718 0.820 -0.852
N -1.506 1.758 -0.700
N 0.937 0.758 0.064
H 1.367 -2.689 0.060
H 2.663 -0.559 -0.204
H 1.217 -0.664 -1.454
H -2.215 -1.117 0.297
H -1.443 -0.375 1.781
H -2.174 2.027 0.097
H -1.278 2.588 -1.302
H 0.812 0.771 1.138
H 1.413 1.445 -0.343
*
```

The electronic energy is -338.20307 Ha. Its HOMO energy (alpha / beta) is -0.3637 / -0.5157 Eh. The expectation value of S² is 2.01. For the LUMO energy (alpha / beta), the calculation gives -4.376 / -6.497 eV. As for the HOMO-LUMO gap (alpha / beta): 5.520 / 7.536 eV.